{
  "formula": "C49H121CuN8O19",
  "method": "ωB97M-V/def2-TZVPD",
  "symbols": ["Cu", "O", "C", "O", "O", "H", "C", "O", "C", "C", "N", "C", "C", "O", "C", "H", "H", "H", "H", "H", "H", "H", "H", "H", "H", "H", "H", "H", "H", "H", "C", "O", "C", "C", "N", "C", "C", "O", "C", "H", "H", "H", "H", "H", "H", "H", "H", "H", "H", "H", "H", "H", "H", "H", "C", "O", "C", "C", "N", "C", "C", "O", "C", "H", "H", "H", "H", "H", "H", "H", "H", "H", "H", "H", "H", "H", "H", "H", "C", "O", "C", "C", "N", "C", "C", "O", "C", "H", "H", "H", "H", "H", "H", "H", "H", "H", "H", "H", "H", "H", "H", "H", "C", "O", "C", "C", "N", "C", "C", "O", "C", "H", "H", "H", "H", "H", "H", "H", "H", "H", "H", "H", "H", "H", "H", "H", "C", "O", "C", "C", "N", "C", "C", "O", "C", "H", "H", "H", "H", "H", "H", "H", "H", "H", "H", "H", "H", "H", "H", "H", "C", "O", "C", "C", "N", "C", "C", "O", "C", "H", "H", "H", "H", "H", "H", "H", "H", "H", "H", "H", "H", "H", "H", "H", "C", "O", "C", "C", "N", "C", "C", "O", "C", "H", "H", "H", "H", "H", "H", "H", "H", "H", "H", "H", "H", "H", "H", "H"],
  "positions_angstrom": [[0.3378, 1.0140, -4.1171], [0.0292, -0.3635, -0.2061], [-0.1040, 0.1921, -1.4709], [-0.2177, -0.5666, -2.4700], [-0.1808, 1.4516, -1.5169], [0.0167, 0.5728, 0.1282], [2.7269, 2.1342, 0.2592], [3.2274, 1.7361, -0.9968], [2.9882, 2.7303, -1.9894], [3.4692, 2.1085, -3.2842], [2.6652, 0.9480, -3.6175], [3.1567, 0.1931, -4.7641], [2.3313, -1.0101, -5.0847], [1.1045, -0.5970, -5.7185], [0.3000, -1.7370, -5.9968], [1.6298, 2.1286, 0.3095], [3.1182, 3.1180, 0.5273], [2.9794, 1.3569, 0.9833], [3.6073, 3.6078, -1.7609], [1.9448, 3.0556, -1.9492], [4.5286, 1.8322, -3.1953], [3.3943, 2.7665, -4.1551], [2.6181, 0.3379, -2.8049], [4.1909, -0.1301, -4.5807], [3.1910, 0.8151, -5.6640], [2.0729, -1.5349, -4.1629], [2.8305, -1.6738, -5.7946], [0.8628, -2.4019, -6.6609], [-0.6080, -1.3697, -6.4639], [0.0987, -2.3215, -5.0955], [-2.7546, 5.4359, -6.2392], [-2.0976, 4.7094, -5.2207], [-2.2032, 5.2439, -3.9066], [-2.2717, 4.0620, -2.9280], [-1.1060, 4.1503, -2.0441], [-1.3616, 4.9780, -0.8691], [-0.1083, 5.1355, -0.0085], [-0.3654, 5.9540, 1.1136], [-1.3017, 5.5216, 2.0777], [-2.7080, 4.8758, -7.1723], [-2.2396, 6.3908, -6.3985], [-3.7953, 5.6338, -5.9721], [-2.9645, 6.0270, -3.8096], [-1.2879, 5.8316, -3.7744], [-2.1410, 3.1340, -3.4894], [-3.1936, 3.8957, -2.3557], [-0.7887, 3.2327, -1.7425], [-2.1330, 4.4425, -0.2949], [-1.7674, 5.9488, -1.1567], [0.6032, 5.7534, -0.5599], [0.4165, 4.1954, 0.1953], [-1.1943, 6.1725, 2.9430], [-1.0707, 4.4746, 2.2982], [-2.3288, 5.6226, 1.7111], [-2.6816, -0.5099, -4.8666], [-1.6704, 0.4250, -5.1630], [-1.9753, 1.2498, -6.2569], [-0.7368, 1.9124, -6.8239], [-0.0311, 2.7012, -5.7815], [1.1547, 3.3045, -6.3819], [0.9629, 4.3605, -7.4835], [1.2147, 3.7300, -8.7387], [1.1751, 4.6654, -9.8103], [-2.9259, -1.1124, -5.7487], [-3.5889, -0.0082, -4.5156], [-2.3305, -1.1965, -4.0985], [-2.6610, 2.0132, -5.8671], [-2.4150, 0.7438, -7.1246], [-0.9326, 2.5802, -7.6665], [-0.0178, 1.1382, -7.1024], [-0.6194, 3.4849, -5.5165], [1.8226, 2.5516, -6.8030], [1.7335, 3.8419, -5.6253], [1.6715, 5.1930, -7.3898], [-0.0187, 4.8539, -7.4714], [2.0595, 5.3061, -9.7206], [0.2936, 5.3117, -9.7987], [1.2246, 4.0502, -10.7052], [-5.7241, -4.0035, -4.3826], [-6.1033, -5.3502, -4.1877], [-4.9890, -6.1500, -3.8442], [-4.3511, -5.7670, -2.4914], [-3.3791, -6.7491, -2.0470], [-2.8030, -6.3921, -0.7416], [-2.0922, -5.0478, -0.5559], [-2.9858, -3.9599, -0.6273], [-2.3848, -2.6858, -0.6684], [-5.5068, -3.5236, -3.4238], [-6.5775, -3.4712, -4.8022], [-4.8596, -3.8612, -5.0387], [-4.2670, -6.1044, -4.6727], [-5.2380, -7.2127, -3.7879], [-5.1914, -5.5652, -1.8245], [-3.8576, -4.8032, -2.6501], [-2.6882, -6.8388, -2.7810], [-2.0595, -7.1785, -0.5765], [-3.5241, -6.5881, 0.0522], [-1.3438, -4.8974, -1.3457], [-1.6118, -5.0331, 0.4299], [-1.8669, -2.5361, 0.2893], [-3.1269, -1.8911, -0.6974], [-1.6582, -2.6151, -1.4824], [0.9738, -1.2086, 10.1526], [0.3191, -0.1958, 9.4272], [1.2527, 0.8147, 9.0702], [0.5001, 1.8580, 8.2725], [-0.0009, 1.2688, 7.0240], [-0.8047, 2.1191, 6.1438], [0.0725, 3.0529, 5.2916], [0.8362, 2.3748, 4.3262], [0.1273, 1.7962, 3.2719], [0.2302, -1.9696, 10.3755], [1.3907, -0.8359, 11.1014], [1.8891, -1.6290, 9.7175], [2.0650, 0.3823, 8.4812], [1.6125, 1.3557, 9.9537], [1.0625, 2.7797, 8.1288], [-0.3728, 2.1070, 8.8964], [-0.5561, 0.4781, 7.3254], [-1.5038, 2.7633, 6.6943], [-1.3291, 1.3563, 5.5696], [0.7771, 3.5642, 5.9513], [-0.5084, 3.8715, 4.8513], [-0.3455, 2.5340, 2.6070], [-0.6847, 1.1473, 3.6115], [0.8309, 1.2365, 2.6570], [6.9645, -4.1437, 4.5834], [5.7181, -3.8186, 5.1717], [5.7744, -2.8799, 6.2122], [4.4084, -2.3249, 6.5653], [3.7128, -1.7075, 5.4300], [2.4042, -1.2064, 5.7955], [1.5586, -1.0276, 4.5626], [1.1641, -2.2232, 3.9297], [0.3983, -2.0044, 2.7696], [7.4257, -3.2267, 4.2084], [6.7052, -4.8753, 3.8221], [7.6689, -4.6219, 5.2727], [6.3861, -2.0260, 5.8842], [6.2556, -3.2933, 7.1059], [4.4593, -1.5657, 7.3501], [3.7907, -3.1370, 6.9798], [3.5647, -2.4897, 4.7937], [2.5171, -0.2136, 6.2379], [1.8823, -1.8646, 6.5087], [2.0968, -0.3306, 3.9056], [0.6327, -0.5280, 4.8804], [-0.3534, -1.2177, 2.8794], [-0.1444, -2.9467, 2.6401], [0.9779, -1.8840, 1.8498], [-5.6258, 1.4859, 7.0899], [-5.0815, 0.6731, 6.0909], [-6.0424, 0.0977, 5.2221], [-5.3273, -0.9053, 4.2997], [-4.1732, -0.2571, 3.6937], [-3.6256, -1.0638, 2.5852], [-2.7627, -0.0828, 1.7764], [-3.5507, 0.8647, 1.0989], [-2.7629, 1.7640, 0.3663], [-6.4183, 1.0055, 7.6759], [-6.0296, 2.3991, 6.6315], [-4.8219, 1.7683, 7.7687], [-6.4958, 0.9092, 4.6428], [-6.7846, -0.4375, 5.8217], [-6.0410, -1.3001, 3.5617], [-5.0805, -1.7931, 4.8875], [-4.4833, 0.6086, 3.2619], [-4.4066, -1.5000, 1.9530], [-2.9731, -1.8325, 3.0002], [-2.0749, -0.6406, 1.1287], [-2.1026, 0.4359, 2.4819], [-3.4156, 2.4145, -0.2171], [-2.0967, 1.2331, -0.3217], [-2.1516, 2.4436, 0.9738], [5.8400, -1.2277, 2.7812], [6.3309, -1.3744, 1.4574], [5.6688, -2.3862, 0.7538], [4.3065, -1.8754, 0.2042], [3.6990, -2.9604, -0.5649], [2.4857, -2.5012, -1.1670], [1.9445, -3.4987, -2.1937], [2.8056, -3.6208, -3.3278], [2.2653, -4.5149, -4.2616], [5.7093, -2.1711, 3.3072], [4.8268, -0.8038, 2.7266], [6.3399, -0.4190, 3.3082], [5.5863, -3.3320, 1.2957], [6.1725, -2.6322, -0.1877], [4.4894, -1.0107, -0.4403], [3.7144, -1.6089, 1.0821], [4.3206, -3.5470, -1.0933], [2.6228, -1.5822, -1.7611], [1.6644, -2.3324, -0.4700], [0.9881, -3.1518, -2.6043], [1.7207, -4.4568, -1.7089], [1.2021, -4.3257, -4.4475], [2.3867, -5.5555, -3.9407], [2.7704, -4.4469, -5.2265]],
  "spin_multiplicity": 1,
  "homo_energy_ha": -0.274,
  "e_above_lowest_ev": 0.0000,
  "lumo_energy_ev": 0.4
}